Record 1
66
Properties=species:S:1:pos:R:3:forces:R:3 method="wB97M-V/def2-TZVPD" energy_ha=-1393.69471 lumo_ev=0.296 homo_energy_ev=-7.76 gap_ev=8.1 smiles=c1cc[nH]c1.c1cc[nH]c1.c1cc[nH]c1.c1cc[nH]c1.c1cc[nH]c1.c1cc[nH]c1.CC#N relative_energy_kj_mol=497.5
C -0.14399 0.98759 0.64137 0.985 -0.134 -1.392
C -1.15245 0.07579 0.09547 1.416 1.710 1.575
N -1.94070 -0.61051 -0.33905 -1.438 -1.364 -0.885
H 0.33720 0.70731 1.57839 -0.767 0.119 0.231
H -0.40403 2.04065 0.53394 -0.467 -0.235 0.594
H 0.68240 0.91283 -0.06544 0.284 -0.148 -0.105
N 3.80868 1.17224 3.77833 0.086 -0.334 0.640
C 2.71360 0.37801 3.96464 0.067 1.014 3.060
C 2.45810 -0.29385 2.84104 -3.015 -1.546 0.577
C 3.34693 0.10791 1.90045 2.110 -0.073 -2.134
C 4.23246 0.91833 2.53622 1.576 1.135 -1.657
H 4.27184 1.75072 4.46458 -0.166 -0.297 -0.179
H 2.31660 0.32334 4.96754 -0.304 -0.117 -0.157
H 1.63696 -0.99272 2.78020 0.041 -0.041 -0.283
H 3.47259 -0.18920 0.86976 -0.175 -0.184 0.089
H 5.17307 1.27728 2.14531 -0.190 0.381 0.067
N 3.65256 2.21734 -2.26902 0.836 1.582 0.874
C 2.67770 2.59599 -1.40369 -0.577 -1.129 1.014
C 3.25089 3.20832 -0.27289 -2.403 -0.351 -1.364
C 4.59678 3.36358 -0.55529 1.304 -0.267 -0.807
C 4.81274 2.78262 -1.78494 0.862 -1.347 -0.817
H 3.54656 1.70578 -3.13342 0.037 0.341 0.290
H 1.71955 2.14105 -1.60712 -0.337 0.604 0.415
H 2.64528 3.51874 0.56572 0.307 0.082 0.066
H 5.40079 3.78633 0.02887 -0.252 0.083 0.094
H 5.71003 2.51225 -2.32175 0.232 0.493 0.208
N -5.38128 -1.26699 1.34911 -0.253 -0.396 -0.266
C -6.63044 -1.31407 1.96497 1.261 -1.759 -0.517
C -7.22462 -0.12217 1.81319 -0.381 0.200 0.774
C -6.29475 0.67937 1.16369 1.167 2.269 -1.846
C -5.15635 -0.02350 0.77086 -1.950 -1.143 1.605
H -4.83404 -2.07759 1.09699 -0.117 0.103 0.274
H -7.01729 -2.22221 2.40317 0.242 -0.002 -0.033
H -8.20599 0.12167 2.19248 0.177 0.234 -0.062
H -6.45871 1.72654 0.95647 0.037 0.027 -0.169
H -4.28375 0.08887 0.14448 -0.151 0.493 0.219
N 2.31540 -1.47221 -3.02887 0.599 -2.780 -0.294
C 1.75588 -1.10460 -1.88018 -0.854 1.057 0.961
C 1.54041 -2.18616 -1.05760 0.672 0.061 0.116
C 2.08332 -3.36566 -1.72079 -0.521 2.326 -0.385
C 2.49306 -2.87020 -2.93808 0.804 0.224 -1.160
H 2.48963 -0.87285 -3.82292 -0.053 -0.454 0.155
H 1.56388 -0.04531 -1.79393 -0.283 -0.181 0.578
H 1.15013 -2.05098 -0.05969 -0.061 -0.401 -0.043
H 2.16620 -4.38204 -1.36510 -0.149 0.166 -0.105
H 2.90603 -3.37961 -3.79620 0.095 -0.091 0.138
N -0.57072 1.47547 4.13784 -0.760 -0.725 0.668
C -1.69307 0.76192 3.84204 -0.971 0.549 -0.951
C -2.51576 1.58289 3.00074 0.868 -3.358 1.488
C -1.78395 2.72607 2.81450 -0.661 2.373 -0.560
C -0.68024 2.70586 3.59659 2.004 0.516 0.114
H 0.14184 1.11454 4.75597 -0.069 0.432 -0.234
H -1.75212 -0.23311 4.25776 -0.463 0.024 -0.245
H -3.47035 1.28633 2.59184 0.117 0.084 -0.064
H -2.07491 3.55824 2.19061 -0.047 0.097 0.145
H 0.09033 3.43115 3.81241 -0.117 0.093 -0.345
N -0.42273 -2.87460 -4.12509 -0.216 0.553 1.554
C -0.53020 -3.46693 -5.31619 -0.549 0.236 -0.533
C -1.80102 -3.16221 -5.74525 0.387 -1.997 -2.528
C -2.49320 -2.46364 -4.77976 -1.149 0.771 0.232
C -1.62978 -2.27002 -3.76518 2.508 -0.017 1.335
H 0.40885 -2.95806 -3.55798 -0.348 0.158 0.256
H 0.28539 -4.05145 -5.71565 -0.215 0.099 -0.205
H -2.18418 -3.54118 -6.68118 -0.193 0.154 -0.009
H -3.51744 -2.12460 -4.82864 0.124 0.003 -0.003
H -1.60541 -1.75445 -2.81650 -0.584 0.028 -0.067

=====

Record 2
67
Properties=species:S:1:pos:R:3:forces:R:3 method="wB97M-V/def2-TZVPD" energy_ha=-1703.32881 lumo_ev=2.466 homo_energy_ev=-5.04 gap_ev=7.5 charge=-1
C -0.02421 -0.87412 1.68504 0.198 0.087 0.135
C 1.25200 -1.70003 1.38765 -0.117 -0.236 -0.164
B 2.37044 -0.87291 0.62358 -0.115 -0.042 -0.059
O 2.92278 -1.51560 -0.51953 0.532 0.301 0.164
B 2.92168 0.68282 1.00596 0.357 -0.094 -0.260
P 2.84716 1.14050 2.85355 -0.421 0.240 -0.238
O 1.56323 1.18224 3.58457 -0.183 -0.046 0.262
O 3.59394 2.59753 2.99098 0.115 0.103 0.007
O 3.88380 0.19285 3.69012 0.168 -0.240 0.024
H -0.89153 -1.28496 1.16483 -0.026 -0.012 0.050
H -0.22529 -0.82393 2.75516 -0.098 -0.023 -0.073
H 0.09755 0.16369 1.36895 -0.039 -0.012 -0.009
H 0.99074 -2.57301 0.77471 0.006 -0.039 0.072
H 1.66684 -2.10686 2.31905 0.022 0.134 0.039
H 3.40375 -2.30978 -0.27044 -0.423 -0.321 -0.122
H 4.09554 0.78261 0.64404 -0.002 0.027 0.152
H 2.29855 1.53223 0.40179 -0.084 0.040 0.108
H 3.77025 2.89390 2.09320 0.080 0.063 -0.069
H 4.49166 -0.20668 3.05861 0.036 0.014 0.017
C 5.74908 -2.68370 1.51072 -0.005 0.104 -0.070
C 5.49699 -3.98094 1.08574 -0.013 0.008 0.005
C 5.71168 -5.04828 1.94617 -0.008 -0.019 -0.008
C 6.17606 -4.81820 3.23346 0.006 -0.011 0.008
C 6.42687 -3.52155 3.65948 0.005 0.000 0.016
C 6.21576 -2.45491 2.79769 0.003 -0.007 -0.002
H 5.57583 -1.84781 0.84225 -0.018 0.008 0.012
H 5.12871 -4.16071 0.08299 0.013 -0.005 -0.012
H 5.51275 -6.05963 1.61464 -0.008 -0.003 0.001
H 6.33723 -5.65015 3.90743 0.000 -0.003 0.003
H 6.78103 -3.34057 4.66612 -0.003 0.004 0.005
H 6.41283 -1.44408 3.13214 0.009 -0.002 0.008
C 0.52118 3.92966 -3.86360 0.000 -0.001 -0.012
C 1.07520 2.70636 -3.50897 -0.011 0.009 -0.002
C 1.12232 2.32145 -2.17600 -0.005 -0.088 -0.021
C 0.60644 3.15666 -1.19547 -0.027 0.088 0.013
C 0.05227 4.37977 -1.54997 -0.011 -0.001 0.007
C 0.01068 4.76848 -2.88263 -0.015 0.007 -0.003
H 0.48864 4.22999 -4.90397 0.001 0.000 -0.003
H 1.47443 2.05106 -4.27313 0.007 -0.001 -0.001
H 1.56106 1.37326 -1.89173 0.026 0.016 0.028
H 0.64451 2.84958 -0.15809 0.028 -0.009 -0.003
H -0.35108 5.03118 -0.78401 0.006 0.006 0.003
H -0.41983 5.72411 -3.15630 -0.002 0.002 0.001
C -2.67129 2.62893 1.17358 0.025 0.005 0.002
C -3.54585 2.13003 2.12851 -0.009 0.005 0.018
C -4.53117 1.22395 1.76192 -0.006 -0.002 0.005
C -4.63689 0.80997 0.44109 -0.018 -0.016 0.005
C -3.75774 1.30519 -0.51128 -0.030 0.005 -0.050
C -2.77800 2.21844 -0.14738 -0.009 -0.008 -0.020
H -1.89364 3.32384 1.46380 0.018 -0.016 0.010
H -3.44897 2.43765 3.16163 0.009 -0.002 0.004
H -5.20958 0.83072 2.50890 0.003 -0.005 0.005
H -5.39657 0.09292 0.15381 0.006 -0.006 -0.007
H -3.83264 0.97162 -1.53903 0.003 -0.010 0.000
H -2.08817 2.59934 -0.88873 0.010 -0.017 -0.007
C -7.05838 -0.50400 -2.39928 -0.017 0.004 0.007
C -6.17974 0.13350 -3.26389 0.009 0.040 0.011
C -5.41761 -0.61088 -4.15285 0.005 0.001 -0.009
C -5.53811 -1.99314 -4.18088 0.009 -0.007 -0.006
C -6.41875 -2.63056 -3.31865 -0.002 -0.015 -0.003
C -7.17802 -1.88622 -2.42677 -0.006 -0.005 0.011
H -7.64531 0.07763 -1.69988 0.002 0.006 0.002
H -6.08213 1.21120 -3.23668 0.008 0.003 0.009
H -4.72351 -0.11402 -4.81833 0.001 0.003 -0.003
H -4.93982 -2.57426 -4.87071 0.006 -0.003 0.001
H -6.50891 -3.70911 -3.33749 0.004 -0.004 0.004
H -7.85875 -2.38425 -1.74818 -0.003 -0.002 0.001